[1]
Formula: CBr3NO
Source: the OMol25 dataset
Level of theory: wB97M-V/def2-TZVPD

Structure (XYZ):
```
6
Properties=species:S:1:pos:R:3:forces:R:3
O -1.554 -1.247 0.271 -0.7 -2.6 0.6
N -1.374 -0.114 0.085 0.0 0.3 -0.2
C -1.071 0.944 -0.234 0.4 2.3 -0.3
Br -0.969 2.733 -0.056 0.0 0.1 -0.1
Br 1.658 -0.284 -0.014 1.3 -1.3 -0.1
Br 3.310 -2.032 -0.053 -1.0 1.2 0.0
```
Positions in Å, forces in eV/Å.

Properties
SMILES: [O-][N+]#CBr.BrBr
orbital gap: 7.939 eV
calculated total energy: -214697.990 eV
energy above the lowest of the compared OMol25 structures with the same formula, charge and spin: 7.2 kcal/mol

Löwdin analysis output, partial charges in e: 0.051 -0.289 -0.713 0.798 0.121 0.031

[2]
Formula: C4H8N4
Source: the OMol25 dataset
Level of theory: wB97M-V/def2-TZVPD

Structure (XYZ):
```
16
Properties=species:S:1:pos:R:3:forces:R:3
C 1.559 -0.499 0.780 1.2 -3.2 3.1
C -2.057 -0.606 -0.061 1.9 0.7 1.5
C -1.727 0.645 0.416 -3.4 2.9 -1.5
C -0.407 1.158 -0.125 -3.0 -6.2 -1.5
H 2.695 -0.529 0.628 -1.0 0.2 2.5
H 1.238 -1.736 0.967 0.8 3.4 0.5
H 0.854 0.255 1.749 2.7 -2.0 -3.3
H 2.114 0.065 -1.362 -2.8 -1.3 3.5
H -0.275 -1.853 -0.361 -2.0 0.7 -0.6
H -3.081 -1.157 0.171 2.8 0.9 -1.1
H -2.647 1.380 0.477 2.2 -1.3 0.8
H 0.981 2.162 -0.820 4.6 -0.4 -3.1
N 1.373 -0.368 -0.573 -1.0 2.0 -5.1
N 0.035 -0.031 -0.840 0.9 2.2 -0.5
N -0.878 -1.049 -0.738 -0.4 -4.2 0.8
N 0.221 2.163 -0.309 -3.4 5.6 4.3
```
Positions in Å, forces in eV/Å.

Properties
orbital gap: 8.655 eV
calculated total energy: -10230.548 eV
energy above the lowest of the compared OMol25 structures with the same formula, charge and spin: 177.4 kcal/mol

Results of the Löwdin charge analysis, in e, for atoms 1 through 6: -0.209 -0.088 -0.056 -0.462 0.089 0.113

[3]
Formula: C3H4N2O2
Source: the OMol25 dataset
Level of theory: wB97M-V/def2-TZVPD

Structure (XYZ):
```
11
Properties=species:S:1:pos:R:3:forces:R:3
O 2.536 -0.801 0.208 0.3 0.1 0.0
C 1.322 -0.240 -0.002 0.9 0.6 0.6
N 1.298 1.039 -0.128 -1.5 -0.6 0.8
O -0.017 1.541 -0.105 -1.9 1.3 0.0
C -1.410 0.778 0.207 3.0 -0.1 -0.4
C -0.933 -0.555 -0.314 -1.3 0.0 -0.2
N 0.257 -1.007 -0.289 -1.1 -1.1 -0.3
H 2.566 -1.731 0.487 -0.8 0.5 -0.4
H -2.209 1.218 -0.450 1.1 -0.2 0.6
H -1.728 0.860 1.290 0.9 -0.1 -1.1
H -1.683 -1.102 -0.903 0.3 -0.3 0.4
```
Positions in Å, forces in eV/Å.

Properties
SMILES: OC1=NOCC=N1
orbital gap: 8.997 eV
calculated total energy: -10247.142 eV
energy above the lowest of the compared OMol25 structures with the same formula, charge and spin: 118.1 kcal/mol

Results of the Löwdin charge analysis, in e, for atoms 1 through 6: 0.077 -0.503 0.129 -0.174 -0.027 -0.123

[4]
Formula: C14H50N2O11
Source: the OMol25 dataset
Level of theory: wB97M-V/def2-TZVPD

Structure (XYZ):
```
77
Properties=species:S:1:pos:R:3:forces:R:3
N 3.648 -2.660 3.170 2.5 -2.1 -0.5
C 2.863 -1.752 3.670 1.7 5.1 5.4
N 1.716 -1.627 3.060 -0.8 -0.2 -0.1
O 3.215 -0.922 4.688 -1.4 -3.8 -4.5
H 4.571 -2.825 3.485 0.6 0.3 0.8
H 3.364 -3.349 2.525 -0.7 -0.4 -0.7
H 1.193 -0.874 3.410 -1.6 1.0 0.0
H 1.476 -2.175 2.265 -0.4 0.0 -0.4
C 3.020 -1.887 -0.373 0.3 -0.9 0.4
C 1.896 -2.708 -0.960 0.2 1.0 -1.7
O 0.681 -2.504 -0.319 -0.2 2.4 -1.1
H 3.879 -1.772 -1.053 -0.2 -0.3 0.3
H 3.301 -2.365 0.580 0.4 0.5 -0.3
H 2.657 -0.897 -0.157 -0.2 0.4 0.1
H 2.046 -3.743 -1.092 0.8 -1.5 0.5
H 1.753 -2.437 -1.996 -0.1 0.6 -0.4
H 0.528 -3.193 0.267 -0.8 -2.1 2.0
C 0.136 -0.280 -2.807 0.8 -1.5 0.0
C 1.148 0.771 -2.395 -0.3 -0.7 0.5
O 1.662 1.518 -3.474 0.2 0.1 -0.5
H 0.692 -0.982 -3.488 -0.9 0.3 0.5
H -0.677 0.188 -3.355 -0.2 -0.2 0.0
H -0.249 -0.878 -1.893 0.6 1.1 -1.7
H 1.936 0.293 -1.816 0.3 0.1 0.0
H 0.609 1.404 -1.735 -0.2 1.0 0.8
H 2.617 1.614 -3.391 -0.2 -0.1 0.1
C -0.159 3.747 -0.011 0.2 -2.3 -0.5
C 0.366 4.316 -1.311 0.3 -0.2 0.1
O -0.322 3.881 -2.489 -0.4 0.3 0.4
H 0.480 3.948 0.821 1.0 0.1 0.3
H -0.321 2.651 -0.047 0.8 0.2 -0.2
H -1.096 3.999 0.381 -1.7 1.4 -0.2
H 1.405 4.028 -1.490 0.1 0.0 0.5
H 0.329 5.385 -1.221 0.0 0.8 -0.2
H 0.118 4.317 -3.227 -0.1 -0.3 -0.1
C -1.485 0.119 0.514 -1.9 -2.1 0.1
O -0.106 0.061 0.617 0.9 1.5 -0.4
H -1.874 -0.432 -0.383 0.4 0.5 0.6
H -1.900 1.105 0.481 0.0 0.7 0.2
H -1.826 -0.449 1.398 -0.8 0.5 -0.3
H 0.118 -0.694 0.095 1.1 -1.2 -0.3
C 2.918 2.035 0.665 0.0 0.8 0.9
O 4.107 1.490 0.211 2.1 -1.5 -0.5
H 2.158 1.275 0.655 -0.8 -0.2 0.5
H 2.613 2.785 -0.097 0.3 -0.2 0.8
H 3.088 2.476 1.703 -0.7 -0.3 -1.3
H 4.388 0.655 0.669 -0.8 1.4 -0.4
C -2.355 -3.271 -1.170 -0.6 -0.7 2.1
O -3.608 -2.715 -1.078 -2.0 -0.4 -0.2
H -1.755 -2.681 -0.520 1.4 0.2 0.3
H -1.922 -3.402 -2.120 0.4 0.1 -1.5
H -2.516 -4.236 -0.696 0.7 -0.5 -0.1
H -3.581 -1.789 -1.287 0.2 0.9 -0.6
C -5.012 0.020 -1.418 -0.4 -0.5 -0.7
O -3.785 -0.248 -2.103 -0.5 -0.3 0.7
H -5.527 0.764 -2.007 -0.7 0.1 -0.1
H -4.860 0.434 -0.434 0.2 0.0 0.5
H -5.608 -0.905 -1.338 0.3 0.4 -0.1
H -3.262 0.521 -1.878 1.0 0.5 -0.5
C 1.047 1.582 3.522 -0.1 1.0 -0.7
O -0.047 0.687 3.259 0.4 0.5 -0.6
H 2.015 1.109 3.500 0.4 -0.6 0.0
H 0.970 2.042 4.508 -0.4 -0.2 0.0
H 1.141 2.415 2.777 -0.6 -0.6 0.5
H -0.117 0.574 2.272 0.5 0.0 1.2
C -3.278 3.164 -2.086 -2.3 0.6 -0.4
O -2.380 2.139 -2.224 1.0 -1.2 0.7
H -4.232 2.659 -1.876 0.0 0.4 0.2
H -3.448 3.627 -3.057 0.1 0.5 -0.1
H -3.133 3.949 -1.318 0.5 -0.5 -0.2
H -1.506 2.496 -2.392 0.5 0.3 -0.2
C -1.262 -3.371 2.373 -1.3 0.6 1.3
O -0.161 -4.058 1.809 -0.3 -0.2 -0.6
H -0.837 -2.565 3.035 -0.9 0.0 -1.1
H -1.858 -3.980 3.091 0.6 -0.2 -0.5
H -2.048 -3.106 1.604 1.5 0.2 0.7
H 0.248 -4.511 2.537 0.5 -0.4 0.3
```
Positions in Å, forces in eV/Å.

Properties
SMILES: NC(N)=O.CCO.CCO.CCO.CO.CO.CO.CO.CO.CO.CO
orbital gap: 9.395 eV
calculated total energy: -40827.263 eV
energy above the lowest of the compared OMol25 structures with the same formula, charge and spin: 0.0 kcal/mol

Results of the Löwdin charge analysis, in e, for atoms 1 through 6: 0.169 -0.623 0.204 -0.105 0.110 0.086

LUMO level? In order: -2.06 0.81 0.11 0.16 eV.